C23H13BaCl6N3O14 | the ωB97M-V functional and the def2-TZVPD basis

Output
- Energy above the lowest of the compared OMol25 structures with the same formula, charge and spin: 275.9 kJ/mol
- Electronic energy: -133030.355 eV
- Total charge: -2
- E_LUMO: 3.605 eV

XYZ file:
```
60
C23H13BaCl6N3O14 the ωB97M-V functional and the def2-TZVPD basis
Ba 1.00 0.96 -0.26
O -3.41 1.12 2.42
C -2.16 1.30 1.92
O -1.77 0.71 0.95
C -1.35 2.32 2.71
O -0.45 3.00 1.88
C -1.09 3.86 0.91
C -0.13 3.88 -0.28
O 0.62 4.89 -0.33
O -0.16 2.83 -1.01
H -3.78 0.40 1.89
H -0.75 1.76 3.43
H -2.03 2.98 3.25
H -1.23 4.86 1.31
H -2.05 3.42 0.61
O 5.01 -2.46 3.30
C 4.07 -1.88 2.81
C 3.63 -0.45 3.09
O 4.02 0.24 4.00
C 2.61 -0.13 2.07
C 2.30 -1.31 1.30
O 1.41 -1.34 0.39
C 3.08 -2.45 1.81
O 2.93 -3.63 1.54
O 2.00 0.98 1.93
O 1.78 -1.65 -6.23
C 0.69 -2.23 -5.80
O 0.11 -3.07 -6.46
C 0.16 -1.83 -4.44
C -0.97 -2.37 -3.89
Cl -1.99 -3.63 -4.45
N -1.17 -1.81 -2.68
N -0.21 -0.90 -2.39
C 0.60 -0.89 -3.44
C 1.82 0.03 -3.38
O 2.46 0.19 -4.45
O 2.07 0.55 -2.27
C -2.15 -2.06 -1.65
C -1.68 -2.14 -0.35
C -2.59 -2.35 0.67
C -3.95 -2.50 0.40
C -4.39 -2.43 -0.92
C -3.49 -2.20 -1.95
H 2.11 -0.94 -5.58
H -0.61 -2.03 -0.14
H -2.24 -2.40 1.70
H -4.65 -2.69 1.21
H -5.45 -2.53 -1.15
H -3.84 -2.11 -2.97
Cl -2.69 -1.86 4.58
C -0.97 -2.30 4.17
Cl -0.07 -1.00 3.49
H -0.99 -3.10 3.46
H -0.50 -2.60 5.09
Cl 5.25 4.94 -0.25
C 3.49 5.21 -0.29
Cl 3.02 6.09 1.19
Cl 3.09 6.18 -1.73
C 2.83 3.87 -0.35
N 2.79 2.72 -0.39
```

***

C10H30O10 | the ωB97M-V functional and the def2-TZVPD basis

Output
- Energy above the lowest of the compared OMol25 structures with the same formula, charge and spin: 161.2 kJ/mol
- Electronic energy: -31327.637 eV
- Total charge: 0
- E_LUMO: 0.460 eV

XYZ file:
```
50
C10H30O10 the ωB97M-V functional and the def2-TZVPD basis
O -13.39 14.94 9.00
C -14.41 15.47 9.85
C -14.03 16.66 10.75
O -13.22 16.41 11.83
H -13.65 14.25 8.38
H -15.32 15.58 9.25
H -14.78 14.67 10.50
H -15.01 16.94 11.15
H -13.52 17.46 10.21
H -13.27 15.46 12.00
O -9.03 15.36 9.81
C -10.19 15.61 10.65
C -9.78 16.47 11.87
O -8.92 15.85 12.76
H -8.25 15.31 10.37
H -10.91 16.00 9.94
H -10.61 14.62 10.88
H -10.62 16.90 12.41
H -9.32 17.35 11.42
H -7.99 15.83 12.57
O -9.14 12.68 5.85
C -9.56 13.80 6.65
C -10.84 13.43 7.43
O -10.39 12.74 8.61
H -9.01 11.91 6.41
H -8.78 14.15 7.33
H -9.72 14.62 5.95
H -11.50 12.80 6.84
H -11.33 14.30 7.88
H -9.85 13.28 9.19
O -15.24 16.26 14.22
C -15.76 15.04 13.62
C -14.89 13.82 13.70
O -13.73 13.90 12.86
H -14.79 16.80 13.56
H -16.65 14.87 14.22
H -16.04 15.07 12.56
H -15.51 12.99 13.36
H -14.53 13.65 14.72
H -13.29 13.04 12.91
O -15.03 13.36 7.34
C -14.60 13.19 5.99
C -15.65 12.22 5.30
O -15.28 10.92 5.56
H -15.43 12.51 7.55
H -14.68 14.17 5.51
H -13.62 12.70 5.93
H -15.53 12.33 4.21
H -16.71 12.35 5.52
H -15.71 10.22 5.08
```

***

C21H48ClNO2P3Ru | the ωB97M-V functional and the def2-TZVPD basis

Output
- Electronic energy: -71094.275 eV
- 2S+1: 6
- Total charge: +2
- E_LUMO (alpha / beta): -6.556 / -9.326 eV

XYZ file:
```
77
C21H48ClNO2P3Ru the ωB97M-V functional and the def2-TZVPD basis
C -2.73 3.45 -2.74
C -2.55 2.02 -2.39
H -3.80 3.69 -2.67
H -2.39 3.61 -3.78
H -2.15 4.13 -2.10
O -3.29 1.14 -2.82
Cl -0.31 3.19 -1.17
Ru -1.10 0.75 -0.96
P -0.13 0.83 -3.15
C -0.33 -0.82 -3.93
C -0.49 1.92 -4.58
H 0.18 1.64 -5.40
H 2.20 0.75 -3.88
H -0.29 2.96 -4.30
H 1.82 2.25 -2.96
H -1.39 -0.92 -4.21
H -1.53 1.80 -4.89
C 1.67 1.16 -3.01
H 0.30 -0.88 -4.82
H 2.06 0.72 -2.09
H -0.07 -1.62 -3.23
P -2.61 1.90 0.58
C -3.78 0.71 1.33
C -1.73 2.66 2.00
H -3.16 4.17 -0.08
H -4.31 3.52 1.12
H -4.43 3.01 -0.60
C -3.74 3.29 0.21
H -1.05 3.42 1.61
H -2.46 3.14 2.67
H -4.45 1.24 2.02
H -3.24 -0.08 1.88
H -1.16 1.92 2.57
H -4.38 0.25 0.53
C -2.18 -0.71 -1.27
O -2.83 -1.66 -1.48
C 3.08 -0.48 2.92
C 2.38 0.11 1.68
C 1.71 1.45 2.06
C 3.43 0.45 0.61
P 1.11 -1.09 1.00
N 0.14 -0.17 0.03
C 1.87 -2.45 -0.06
C 3.06 -3.11 0.67
C 0.81 -3.51 -0.40
C 2.36 -1.87 -1.40
C 0.00 -1.83 2.34
C -1.30 -2.36 1.72
C 0.71 -2.98 3.09
C -0.40 -0.73 3.33
H 3.86 0.23 3.23
H 3.59 -1.43 2.70
H 2.41 -0.62 3.77
H 2.50 2.17 2.31
H 1.13 1.85 1.21
H 1.06 1.37 2.93
H 4.06 -0.40 0.34
H 2.96 0.88 -0.28
H 4.10 1.22 1.03
H 2.79 -3.50 1.65
H 3.39 -3.96 0.06
H 3.92 -2.44 0.77
H -0.09 -3.05 -0.85
H 1.24 -4.19 -1.15
H 0.52 -4.12 0.46
H 1.54 -1.36 -1.92
H 3.20 -1.19 -1.30
H 2.69 -2.71 -2.03
H -1.16 -3.23 1.08
H -1.97 -2.67 2.55
H -1.81 -1.58 1.15
H 1.66 -2.67 3.53
H 0.05 -3.29 3.91
H 0.87 -3.86 2.45
H 0.44 -0.36 3.93
H -0.89 0.10 2.81
H -1.13 -1.15 4.04
```

***

The lowest electronic energy belongs to which entry? C23H13BaCl6N3O14

***

Which of these has the highest total charge? C21H48ClNO2P3Ru